(1)
The following is a quantum chemistry calculation of 2 unconnected molecules or ions with the total composition C3H10NO2, from the OMol25 dataset.

Results
* ΔE to the lowest compared entry with this formula, charge and spin: 21.3 kJ/mol
* LUMO: 4.5 eV
* net charge: -1
* spin multiplicity: 1
* calculated total energy: -8858.5729 eV

Each line ends with the Löwdin charge.
CARTESIAN COORDINATES (ANGSTROEM)
N  2.23  -0.29  0.33  -0.007
C  1.33  -0.70  1.37  -0.421
O  0.40  0.27  1.75  -0.146
H  1.62  0.09  -0.41  0.039
H  2.83  0.45  0.66  0.045
H  0.82  -1.60  1.01  0.091
H  1.91  -0.96  2.26  0.089
H  0.02  0.59  0.87  0.001
C  -1.13  -0.30  -1.04  -0.532
O  -0.31  0.70  -0.63  -0.337
C  -2.38  0.22  -1.74  -0.139
H  -1.48  -0.93  -0.19  0.089
H  -0.61  -0.99  -1.73  0.084
H  -3.05  -0.59  -2.02  0.045
H  -2.11  0.76  -2.64  0.046
H  -2.90  0.90  -1.08  0.052

=====

(2)
The following is a quantum chemistry calculation of 2 unconnected molecules or ions with the total composition C3H10NO2 in a non-equilibrium geometry, from the OMol25 dataset.

Results
* ΔE to the lowest compared entry with this formula, charge and spin: 143.0 kJ/mol
* LUMO: 4.0 eV
* net charge: -1
* spin multiplicity: 1
* calculated total energy: -8857.3117 eV

Each line ends with the Löwdin charge.
CARTESIAN COORDINATES (ANGSTROEM)
C  0.60  -1.28  1.01  -0.175
N  0.18  0.03  0.55  -0.180
C  0.18  0.18  -0.94  -0.197
C  -1.17  -0.43  -1.51  -0.521
O  -1.89  -1.14  -0.61  -0.368
H  1.66  -1.33  1.24  0.047
H  0.09  -1.69  1.89  0.069
H  0.38  -2.11  0.30  0.072
H  -0.81  0.05  0.80  0.083
H  0.12  1.27  -0.95  0.078
H  1.07  -0.24  -1.39  0.088
H  -1.80  0.30  -2.12  0.073
H  -0.81  -1.12  -2.31  0.053
H  0.77  1.73  1.12  0.002
H  0.70  3.07  1.90  -0.014
O  0.74  2.72  1.03  -0.109

=====

(3)
The following is a quantum chemistry calculation of 2 unconnected molecules or ions with the total composition C3H10NO2, from the OMol25 dataset.

Results
* ΔE to the lowest compared entry with this formula, charge and spin: 35.4 kJ/mol
* LUMO: 4.3 eV
* net charge: -1
* spin multiplicity: 1
* calculated total energy: -8858.4273 eV

Each line ends with the Löwdin charge.
CARTESIAN COORDINATES (ANGSTROEM)
C  -0.36  0.44  0.00  -0.482
O  -1.52  -0.12  0.42  -0.351
C  0.75  -0.62  -0.21  -0.492
C  2.15  -0.01  -0.30  -0.097
N  0.67  -1.64  0.84  -0.005
H  0.06  1.15  0.75  0.086
H  -0.48  0.95  -0.99  0.094
H  0.55  -1.13  -1.16  0.112
H  2.86  -0.66  0.24  0.062
H  2.40  0.06  -1.36  0.055
H  2.10  1.02  0.08  0.054
H  1.06  -1.25  1.69  0.048
H  -0.34  -1.69  1.02  0.042
H  -2.86  1.80  -0.31  0.003
H  -3.38  0.41  -0.20  0.001
O  -3.67  1.30  -0.49  -0.130

=====

(4)
The following is a quantum chemistry calculation of 2 unconnected molecules or ions with the total composition C3H10NO2 in a non-equilibrium geometry, from the OMol25 dataset.

Results
* ΔE to the lowest compared entry with this formula, charge and spin: 517.3 kJ/mol
* LUMO (alpha / beta): -4.2 / -3.2 eV
* net charge: +1
* spin multiplicity: 1
* calculated total energy: -8846.9797 eV

Each line ends with the Löwdin charge.
CARTESIAN COORDINATES (ANGSTROEM)
C  -1.26  0.15  0.59  -0.087
C  1.06  0.75  -1.79  -0.053
C  -1.01  -0.97  -0.25  -0.217
N  0.06  0.44  1.52  0.199
O  1.79  0.89  -0.69  -0.088
O  -0.44  -2.05  0.32  -0.002
H  -1.55  0.96  -0.10  0.135
H  -1.98  0.05  1.40  0.129
H  0.11  1.07  -1.71  0.014
H  1.32  0.40  -2.69  0.044
H  -1.22  -0.98  -1.32  0.127
H  0.28  -0.30  2.18  0.152
H  0.10  1.23  2.13  0.140
H  0.90  0.70  0.95  0.124
H  2.79  0.61  -0.72  0.202
H  -0.94  -2.94  0.18  0.181

=====

(5)
The following is a quantum chemistry calculation of a gas-phase ion, C3H10NO2 (charge +1) in a non-equilibrium geometry, from the OMol25 dataset.

Results
* ΔE to the lowest compared entry with this formula, charge and spin: 212.7 kJ/mol
* LUMO: -3.5 eV
* net charge: +1
* spin multiplicity: 1
* calculated total energy: -8850.1362 eV

Each line ends with the Löwdin charge.
CARTESIAN COORDINATES (ANGSTROEM)
C  1.19  0.89  0.42  -0.029
N  0.22  -0.22  0.46  -0.140
C  0.37  -1.21  -0.67  -0.005
C  -1.47  0.30  0.35  -0.420
O  -2.01  -0.78  -0.12  0.084
O  -1.43  1.49  -0.22  0.137
H  2.13  0.62  0.95  0.109
H  1.35  1.23  -0.65  0.128
H  0.66  1.66  1.15  0.148
H  0.24  -0.77  1.31  0.170
H  -0.03  -0.82  -1.58  0.090
H  1.46  -1.22  -0.82  0.121
H  -0.17  -2.09  -0.43  0.094
H  -1.62  0.40  1.39  0.170
H  -2.07  -0.79  -1.16  0.207
H  -1.53  1.43  -1.17  0.138

=====

(6)
The following is a quantum chemistry calculation of 2 unconnected molecules or ions with the total composition C3H10NO2 in a non-equilibrium geometry, from the OMol25 dataset.

Results
* ΔE to the lowest compared entry with this formula, charge and spin: 143.8 kJ/mol
* LUMO: -3.6 eV
* net charge: +1
* spin multiplicity: 1
* calculated total energy: -8850.8499 eV

Each line ends with the Löwdin charge.
CARTESIAN COORDINATES (ANGSTROEM)
O  0.46  2.29  1.24  0.043
C  0.75  1.21  1.82  -0.141
C  0.84  -0.11  1.04  -0.069
N  0.26  0.15  -0.31  -0.038
C  0.79  -0.79  -1.38  0.001
H  1.02  1.23  2.86  0.124
H  2.00  -0.21  0.80  0.187
H  0.29  -0.92  1.50  0.139
H  -0.75  0.08  -0.20  0.108
H  0.46  1.08  -0.71  0.172
H  0.50  -1.86  -1.09  0.127
H  1.92  -0.78  -1.46  0.122
H  0.25  -0.46  -2.30  0.114
H  -3.16  0.47  -0.68  0.100
H  -3.05  -1.07  -0.43  0.049
O  -2.56  -0.31  -0.70  -0.038

=====

(7)
The following is a quantum chemistry calculation of 3 unconnected molecules or ions with the total composition C3H10NO2 in a non-equilibrium geometry, from the OMol25 dataset.

Results
* ΔE to the lowest compared entry with this formula, charge and spin: 199.1 kJ/mol
* LUMO: -5.1 eV
* net charge: +1
* spin multiplicity: 1
* calculated total energy: -8850.2768 eV

Each line ends with the Löwdin charge.
CARTESIAN COORDINATES (ANGSTROEM)
C  0.99  0.48  -0.31  -0.141
C  2.22  0.02  -0.46  0.096
C  -0.32  -1.35  -1.23  0.185
N  -0.21  -0.28  -0.54  0.036
H  0.75  1.37  0.25  0.123
H  2.49  -0.93  -0.89  0.080
H  3.06  0.69  -0.33  0.089
H  -1.32  -1.76  -1.27  0.127
H  0.47  -1.84  -1.77  0.122
H  -1.05  0.18  -0.24  0.079
H  0.53  -0.99  2.16  0.053
H  -0.63  -0.47  2.91  0.067
O  -0.06  -0.23  2.16  -0.040
H  -2.47  1.40  -0.90  0.067
H  -2.12  2.29  0.40  0.078
O  -2.34  1.42  0.06  -0.022

=====

(8)
The following is a quantum chemistry calculation of 2 unconnected molecules or ions with the total composition C3H10NO2 in a non-equilibrium geometry, from the OMol25 dataset.

Results
* ΔE to the lowest compared entry with this formula, charge and spin: 231.3 kJ/mol
* LUMO: -3.1 eV
* net charge: +1
* spin multiplicity: 1
* calculated total energy: -8849.9437 eV

Each line ends with the Löwdin charge.
CARTESIAN COORDINATES (ANGSTROEM)
O  -1.72  0.59  0.48  0.062
C  -2.13  1.51  -0.14  -0.330
O  -2.97  2.35  0.50  0.123
H  -1.52  1.80  -1.00  0.152
H  -3.34  2.98  -0.17  0.145
C  1.21  -0.89  -1.21  -0.042
N  0.40  -1.00  0.09  -0.091
C  1.43  -0.67  1.21  -0.024
H  1.11  0.12  -1.81  0.138
H  2.33  -1.12  -0.88  0.135
H  0.71  -1.74  -1.69  0.088
H  0.16  -1.99  0.27  0.166
H  -0.54  -0.43  -0.08  0.140
H  2.26  -1.29  1.46  0.074
H  0.84  -0.61  2.20  0.119
H  1.78  0.39  0.77  0.145